{
  "formula": "C21H27Cl2N7O5Pd",
  "method": "ωB97M-V with the def2-TZVPD basis set",
  "homo_energy_ev": [-14.6, -14.6],
  "total_charge": 2,
  "multiplicity": 5,
  "s_squared": 6.04,
  "e_above_lowest_ev": 0.622,
  "species": ["Pd", "C", "C", "C", "O", "H", "H", "H", "H", "H", "H", "N", "C", "O", "C", "C", "C", "C", "N", "C", "H", "H", "H", "H", "H", "H", "N", "C", "O", "C", "C", "N", "C", "N", "H", "H", "C", "C", "N", "C", "C", "N", "C", "C", "H", "H", "H", "H", "H", "H", "H", "H", "H", "H", "H", "H", "Cl", "C", "Cl", "C", "O", "O", "H"],
  "xyz": [[0.88, -0.01, 0.49], [-0.75, -2.71, 3.41], [-0.47, -2.52, 1.96], [-0.12, -3.72, 1.15], [-0.57, -1.40, 1.45], [-1.80, -2.99, 3.53], [-0.60, -1.78, 3.96], [-0.15, -3.51, 3.84], [-0.98, -4.40, 1.14], [0.70, -4.27, 1.62], [0.15, -3.44, 0.14], [-3.13, 3.64, 3.60], [-2.90, 2.35, 3.92], [-3.76, 1.55, 4.24], [-1.46, 1.89, 3.81], [-0.69, 1.63, 4.93], [0.59, 1.13, 4.76], [1.06, 0.88, 3.48], [0.30, 1.11, 2.41], [-0.93, 1.60, 2.56], [-4.06, 4.01, 3.73], [-2.38, 4.30, 3.49], [-1.09, 1.80, 5.92], [1.22, 0.92, 5.62], [2.05, 0.48, 3.30], [-1.51, 1.76, 1.66], [-1.24, 3.84, -0.83], [-0.30, 2.96, -0.50], [-0.46, 1.74, -0.64], [0.97, 3.51, 0.05], [1.94, 2.53, 0.19], [2.44, 1.48, 0.25], [1.04, 4.79, 0.61], [1.03, 5.82, 1.13], [-1.09, 4.83, -0.75], [-2.13, 3.51, -1.16], [-1.46, -0.46, -2.85], [-1.66, -0.29, -4.45], [-0.47, -0.79, -5.07], [-0.26, -2.17, -4.77], [0.01, -2.28, -3.19], [-0.14, -0.97, -2.64], [0.87, -0.09, -3.15], [0.67, 0.01, -4.75], [-2.20, -1.15, -2.46], [-1.57, 0.51, -2.36], [-1.79, 0.76, -4.71], [-2.53, -0.85, -4.78], [0.61, -2.55, -5.32], [-1.13, -2.76, -5.05], [1.02, -2.64, -3.00], [-0.71, -2.97, -2.74], [1.85, -0.51, -2.93], [0.77, 0.89, -2.69], [1.55, -0.37, -5.26], [0.49, 1.04, -5.04], [4.13, -2.70, -2.04], [3.94, -2.62, -0.28], [5.34, -1.83, 0.46], [2.67, -1.83, 0.09], [2.49, -1.44, 1.26], [1.83, -1.60, -0.82], [3.89, -3.64, 0.08]]
}

---

{
  "formula": "C4H5NO",
  "method": "ωB97M-V with the def2-TZVPD basis set",
  "homo_energy_ev": -10.9,
  "total_charge": 0,
  "e_above_lowest_ev": 1.628,
  "species": ["N", "C", "C", "C", "C", "O", "H", "H", "H", "H", "H"],
  "xyz": [[-1.69, 1.06, 1.99], [-1.16, 1.02, 0.97], [-0.49, 0.95, -0.34], [0.70, 0.00, -0.37], [0.60, -1.38, 0.11], [0.60, -1.08, -1.28], [-0.19, 1.96, -0.62], [-1.22, 0.61, -1.08], [1.68, 0.48, -0.36], [1.50, -1.88, 0.47], [-0.34, -1.74, 0.52]]
}

---

{
  "formula": "C5H11NO",
  "method": "ωB97M-V with the def2-TZVPD basis set",
  "homo_energy_ev": -10.0,
  "total_charge": 0,
  "e_above_lowest_ev": 3.220,
  "species": ["C", "C", "C", "C", "N", "C", "O", "H", "H", "H", "H", "H", "H", "H", "H", "H", "H", "H"],
  "xyz": [[-2.08, -0.40, -0.88], [-1.63, 0.82, -1.14], [1.13, 0.63, 0.41], [0.60, 1.31, 1.62], [1.50, -0.59, 0.42], [2.02, -1.08, -0.79], [2.74, -0.47, -1.54], [-1.90, -1.24, -1.56], [-0.92, -2.49, 0.75], [-2.65, -0.63, 0.01], [-1.07, 1.04, -2.04], [-1.82, 1.65, -0.46], [1.22, 1.23, -0.51], [-0.19, 2.02, 1.36], [0.21, 0.58, 2.33], [1.40, 1.87, 2.11], [-0.29, -2.12, 0.88], [1.72, -2.13, -0.98]]
}

---

{
  "formula": "C25H35MnN4SSi",
  "method": "ωB97M-V with the def2-TZVPD basis set",
  "homo_energy_ev": [-6.9, -7.0],
  "total_charge": 0,
  "multiplicity": 5,
  "s_squared": 6.14,
  "species": ["Mn", "C", "N", "C", "C", "C", "C", "C", "C", "C", "N", "C", "C", "C", "C", "C", "C", "N", "C", "C", "H", "H", "H", "H", "H", "H", "H", "H", "H", "H", "H", "H", "H", "H", "H", "H", "H", "H", "H", "H", "C", "Si", "C", "C", "C", "C", "C", "C", "N", "C", "S", "H", "H", "H", "H", "H", "H", "H", "H", "H", "H", "H", "H", "C", "H", "H", "H"],
  "xyz": [[-0.04, -0.44, -0.07], [2.94, -0.33, 0.77], [2.13, -0.27, -0.46], [2.61, -1.30, -1.38], [2.23, 1.10, -1.00], [3.23, 1.47, -1.87], [3.30, 2.78, -2.34], [2.34, 3.68, -1.93], [1.33, 3.32, -1.04], [1.25, 2.02, -0.54], [0.32, 1.47, 0.31], [-0.45, 2.09, 1.28], [-0.68, 3.46, 1.45], [-1.49, 3.93, 2.48], [-2.09, 3.06, 3.37], [-1.85, 1.69, 3.24], [-1.05, 1.22, 2.23], [-0.71, -0.20, 2.13], [-1.83, -1.09, 2.45], [0.39, -0.50, 3.07], [4.01, -0.24, 0.53], [2.67, 0.51, 1.42], [2.77, -1.27, 1.29], [3.66, -1.16, -1.64], [2.52, -2.27, -0.90], [2.01, -1.31, -2.29], [3.97, 0.75, -2.19], [4.08, 3.07, -3.04], [2.36, 4.70, -2.31], [0.58, 4.05, -0.80], [-0.25, 4.18, 0.79], [-1.66, 4.99, 2.57], [-2.73, 3.43, 4.16], [-2.30, 1.00, 3.94], [-2.11, -1.03, 3.51], [-2.70, -0.83, 1.85], [-1.54, -2.12, 2.23], [0.05, -0.39, 4.11], [0.75, -1.52, 2.91], [1.20, 0.21, 2.91], [-4.97, 1.70, -4.39], [-4.44, 0.08, -3.62], [-5.40, -0.17, -2.04], [-4.84, -1.33, -4.79], [-2.55, 0.13, -3.46], [-1.88, 0.39, -4.65], [-0.49, 0.47, -4.70], [0.20, 0.28, -3.52], [-0.41, 0.01, -2.36], [-1.75, -0.06, -2.31], [-2.38, -0.39, -0.72], [-6.05, 1.72, -4.56], [-4.47, 1.89, -5.34], [-4.72, 2.53, -3.72], [-6.46, -0.15, -2.29], [-5.20, 0.62, -1.31], [-5.17, -1.12, -1.56], [-5.91, -1.38, -4.99], [-4.53, -2.28, -4.36], [-4.32, -1.22, -5.75], [-2.44, 0.54, -5.56], [0.04, 0.69, -5.61], [1.28, 0.37, -3.48], [0.01, -2.47, -0.09], [0.82, -2.82, 0.56], [0.19, -2.81, -1.12], [-0.94, -2.88, 0.25]]
}

---

Calculated maximum force, 1.6, 1.1, 0.5, 0.3 eV/Å (same order as the records).
Calculated energy, -71390.686, -7764.899, -8898.478, -82488.151 eV (same order as the records).